Version w
Molecular formula: C20H20ClN3O12Ru
Method: DFT, ωB97M-V with the def2-TZVPD basis set

The calculation puts the LUMO energy (alpha / beta) at 2.6068 / 2.1511 eV. As for the expectation value of S²: 0.76. The charge is -1. The spin multiplicity is 2. Its highest occupied orbital energy (alpha / beta) is -5.907 / -5.858 eV.

Geometry as XYZ:
```
57
C20H20ClN3O12Ru (ωB97M-V with the def2-TZVPD basis set)
O -0.022 1.662 0.919
H -1.335 4.741 -1.241
C -1.254 1.603 -3.567
C 4.567 1.356 0.176
H -1.027 -3.254 -0.311
C 5.768 -0.854 -0.227
C 3.249 -0.230 -0.605
C -2.346 -1.173 2.466
O 1.272 2.783 -1.406
C -1.740 -4.855 1.729
H -2.296 -2.683 -1.435
C -1.887 2.607 -2.582
C -1.887 -1.052 3.765
H -2.971 2.439 -2.590
O 1.389 -1.025 -1.741
O -1.367 -0.333 -1.532
H -3.005 2.784 0.174
H -1.891 -0.089 4.257
C -0.768 3.882 -0.866
O -1.742 2.127 2.240
H -0.697 3.989 0.217
O 0.147 1.412 -3.422
C 4.573 0.026 -0.214
H 4.660 -2.256 -1.021
O -2.774 -2.473 0.515
H -1.730 3.613 -2.982
C 0.668 3.927 -1.385
O 3.154 -2.400 -1.532
N -1.376 2.607 -1.209
H -2.732 -0.308 1.948
C -1.776 -2.481 -0.502
C -2.287 -2.390 1.810
C 2.553 -1.336 -1.348
O 1.189 4.985 -1.700
H -1.814 -5.674 2.445
H -1.480 1.961 -4.580
O -0.167 -0.840 0.210
C -1.280 1.944 1.130
N 2.521 0.856 -0.445
Ru 0.539 0.800 -0.827
C -2.190 2.109 -0.115
H 0.596 2.262 -3.307
C -1.348 -3.407 3.750
O 5.598 -2.081 -0.694
H -0.801 -4.980 1.185
H 2.916 2.740 0.068
H 5.374 1.984 0.508
C -1.793 -3.532 2.438
H -2.612 1.145 -0.391
H -0.962 -4.272 4.274
H -2.553 -4.945 1.010
H -1.690 0.619 -3.448
O 6.839 -0.455 0.170
C -1.394 -2.182 4.392
C -1.076 -1.145 -0.622
N 3.317 1.814 0.016
Cl -0.817 -2.071 6.035
```


Version x
Molecular formula: C20H20ClN3O12Ru
Method: DFT, ωB97M-V with the def2-TZVPD basis set

The calculation puts the LUMO energy (alpha / beta) at 2.7064 / 1.7130 eV. As for the expectation value of S²: 0.75. The charge is -1. The spin multiplicity is 2. Its highest occupied orbital energy (alpha / beta) is -5.757 / -5.834 eV.

Geometry as XYZ:
```
57
C20H20ClN3O12Ru (ωB97M-V with the def2-TZVPD basis set)
O 1.966 0.470 -1.139
H 0.458 -6.020 -1.206
N 1.238 1.060 3.994
N -0.491 3.852 0.243
C -0.202 -4.239 -2.195
C 1.631 -0.755 -1.341
O 1.043 -1.458 -0.501
C -1.302 1.223 -1.945
H 1.708 3.041 4.505
C -2.198 -2.500 -3.105
H 1.469 -4.590 -0.913
C 1.917 2.294 3.730
N -0.449 2.620 -0.257
H 2.991 2.107 3.714
C -1.535 -4.616 -2.166
C 1.553 -1.191 2.997
C 1.872 -1.371 -2.707
O 1.764 2.218 1.347
O -0.804 0.980 1.845
C 0.121 -2.983 -2.713
C 0.883 -5.126 -1.662
H -1.815 -5.582 -1.765
O 1.465 -2.709 -2.792
H 1.807 -0.663 5.053
C -1.135 0.674 3.054
H 1.402 -0.728 -3.456
H 0.089 4.069 1.097
Cl -4.188 -4.258 -2.565
O -1.914 1.047 -2.998
O 1.040 4.048 2.370
H -2.640 2.514 -3.396
C -1.265 4.623 -0.530
C -0.865 -2.117 -3.158
H -0.475 2.075 4.499
H -2.972 -1.817 -3.425
H 3.008 0.011 3.948
O -3.065 5.453 -2.674
C -2.665 4.315 -2.642
H 1.626 -1.278 1.038
Ru 0.512 0.991 0.329
H -0.628 -1.123 -3.506
H 2.073 -2.138 3.193
H 1.573 -5.431 -2.450
C -2.518 -3.752 -2.623
O -0.695 0.323 -1.264
C -1.206 2.580 -1.336
O 1.940 -0.669 1.739
O -2.195 0.163 3.366
H 0.476 -1.395 3.021
H -1.432 5.662 -0.306
C -0.177 1.064 4.196
C 1.941 -0.189 4.068
O -3.017 3.422 -3.560
C 1.533 2.910 2.390
H -0.436 0.407 5.035
H 2.944 -1.366 -2.911
C -1.758 3.847 -1.567
```


Going by the energies, version x is most stable and the next is 0.0209 hartree up.


Version w
Molecular formula: C5H10O3
Method: DFT, ωB97M-V with the def2-TZVPD basis set

The calculation puts the LUMO energy at 0.8543 eV. As for the SMILES: O=CCCCC=O.O. Its highest occupied orbital energy is -9.844 eV.

Geometry as XYZ:
```
18
C5H10O3 (ωB97M-V with the def2-TZVPD basis set)
H -0.620 -0.413 1.255
H -0.836 -2.280 -1.218
C 1.575 -1.557 -1.821
O 1.307 -2.178 -2.813
C -0.418 -1.625 -0.452
H 0.248 -2.252 0.171
H 1.110 -0.019 -0.499
H 0.062 -0.080 -1.982
C -2.062 -1.966 1.425
H 0.909 6.785 1.902
O -2.147 -1.954 2.623
H 2.547 -1.655 -1.304
C 0.524 -0.649 -1.177
H 2.197 6.961 1.191
O 1.241 6.918 1.009
C -1.308 -0.958 0.581
H -2.385 -2.905 0.900
H -1.945 -0.172 0.210
```


Version x
Molecular formula: C5H10O3
Method: DFT, ωB97M-V with the def2-TZVPD basis set

The calculation puts the LUMO energy at 0.3879 eV. As for the SMILES: O=CCCCC=O.O. Its highest occupied orbital energy is -9.804 eV.

Geometry as XYZ:
```
18
C5H10O3 (ωB97M-V with the def2-TZVPD basis set)
C -2.238 0.657 0.413
H -0.006 -1.517 0.426
O 2.697 -2.266 0.739
C 0.309 0.541 0.913
H -0.043 0.784 1.902
C -0.832 0.842 -0.078
H 2.627 -0.482 -0.171
H -0.014 1.259 -3.791
H 0.797 2.403 -3.187
C 2.122 -1.249 0.471
C 0.739 -0.936 0.975
H 0.705 -1.333 1.990
O -2.593 -0.320 1.022
O -0.113 2.093 -3.300
H -0.655 1.810 -0.526
H 1.150 1.196 0.700
H -2.943 1.483 0.162
H -0.795 0.101 -0.883
```


Version y
Molecular formula: C5H10O3
Method: DFT, ωB97M-V with the def2-TZVPD basis set

The calculation puts the LUMO energy at -0.2271 eV. Its highest occupied orbital energy is -9.714 eV.

Geometry as XYZ:
```
18
C5H10O3 (ωB97M-V with the def2-TZVPD basis set)
H 2.075 1.826 0.599
H -1.591 -1.087 -1.714
O -0.202 0.797 -2.556
C -0.773 -1.455 -0.647
H -1.068 -0.115 0.847
O -0.311 2.607 -1.316
H -0.198 2.931 -0.254
H -1.367 -2.426 -0.220
C -0.110 1.321 -1.545
H 1.517 0.537 -0.656
C 0.191 -1.002 1.665
H 0.235 -0.420 2.697
H 0.152 -1.926 -1.216
C 0.536 0.594 -0.286
H -0.460 -1.933 2.293
H 1.004 -1.372 1.176
O 0.806 1.633 0.783
C -0.435 -0.511 0.351
```


Going by the energies, version x is most stable and the next is 0.0051 hartree up.


Version w
Molecular formula: C4H8O2Se
Method: DFT, ωB97M-V with the def2-TZVPD basis set

The calculation puts the LUMO energy (alpha / beta) at 0.4480 / 0.7079 eV. Its highest occupied orbital energy (alpha / beta) is -6.972 / -7.300 eV.

Geometry as XYZ:
```
15
C4H8O2Se (ωB97M-V with the def2-TZVPD basis set)
H -0.900 -2.237 -0.981
H -0.142 -0.651 -1.528
H -0.967 1.902 -1.229
H -1.648 1.734 1.479
C -1.278 1.231 0.605
C 0.739 -1.365 0.173
Se -2.117 -0.316 0.023
O -0.781 2.093 -0.327
C -0.492 -1.205 -0.641
H 1.352 0.110 1.750
C 1.175 -0.016 0.612
H 1.496 -1.919 -0.380
H 1.310 1.778 -0.314
H 0.651 -1.963 1.048
O 1.604 0.824 -0.290
```


Version x
Molecular formula: C4H8O2Se
Method: DFT, ωB97M-V with the def2-TZVPD basis set

The calculation puts the LUMO energy at 0.6051 eV. As for the SMILES: O[C@@H]1CC[Se][C@@H]1O. Its highest occupied orbital energy is -7.820 eV.

Geometry as XYZ:
```
15
C4H8O2Se (ωB97M-V with the def2-TZVPD basis set)
H 0.832 0.840 -1.691
H 1.010 -2.099 -0.865
H -1.074 1.367 -0.185
H 2.011 2.814 -1.024
H -0.854 1.052 1.931
C -0.693 -0.738 -0.151
C 0.654 -1.531 0.105
H -1.042 -0.737 -1.198
H 0.662 -2.210 0.940
C -0.323 0.713 0.160
Se 2.143 -0.256 0.201
O -0.063 0.856 1.533
C 0.934 1.101 -0.596
O 1.269 2.473 -0.406
H -1.449 -1.226 0.507
```


Version y
Molecular formula: C4H8O2Se
Method: DFT, ωB97M-V with the def2-TZVPD basis set

The calculation puts the LUMO energy (alpha / beta) at 0.3007 / -1.0483 eV. Its highest occupied orbital energy (alpha / beta) is -9.195 / -6.517 eV.

Geometry as XYZ:
```
15
C4H8O2Se (ωB97M-V with the def2-TZVPD basis set)
C 0.856 -0.995 0.093
H -0.586 -1.664 -1.617
O -1.526 1.940 0.565
H 1.322 1.439 -1.784
H -0.353 -2.749 -0.135
O 0.581 0.870 -1.575
C -0.972 0.728 0.314
H 1.000 1.266 0.279
H 0.947 -0.988 1.207
C 0.439 0.500 -0.180
H 0.335 1.001 2.600
H -1.144 2.589 1.152
Se -2.045 -0.737 0.139
H 1.548 -1.438 -0.575
C -0.402 -1.765 -0.483
```


Going by the energies, version x is most stable and the next is 0.0966 hartree up.


Version w
Molecular formula: C12H10O2
Method: DFT, ωB97M-V with the def2-TZVPD basis set

The calculation puts the LUMO energy at -0.1579 eV. Its highest occupied orbital energy is -8.166 eV.

Geometry as XYZ:
```
24
C12H10O2 (ωB97M-V with the def2-TZVPD basis set)
H 0.935 0.388 3.696
C -3.377 -0.197 -0.362
C 2.774 -0.465 2.814
C -0.949 0.547 -2.150
O -2.090 0.022 0.161
C 0.643 0.171 1.739
C -1.837 1.034 -3.076
H 2.687 -1.149 -0.555
C 1.455 0.043 2.871
H -3.444 0.486 -1.225
H -1.516 1.411 -4.068
H 3.416 -0.619 3.609
C 0.269 -0.012 -0.609
C -1.120 0.091 -0.832
H -0.321 0.555 1.907
O 1.500 0.926 -2.523
H -4.149 -0.053 0.420
H -2.861 0.887 -3.122
C 2.409 -0.797 0.382
C 0.538 0.524 -1.942
H -3.492 -1.329 -0.766
H 4.204 -1.348 1.602
C 1.155 -0.203 0.488
C 3.168 -0.913 1.541
```


Version x
Molecular formula: C12H10O2
Method: DFT, ωB97M-V with the def2-TZVPD basis set

The calculation puts the LUMO energy at 0.1953 eV. Its highest occupied orbital energy is -8.249 eV.

Geometry as XYZ:
```
24
C12H10O2 (ωB97M-V with the def2-TZVPD basis set)
C -1.810 -0.041 -0.314
C 2.320 -1.411 1.603
O 0.187 -2.261 0.628
H 0.002 0.981 -3.740
H 1.225 0.479 -1.817
H 0.349 2.336 0.900
H -0.613 -1.991 -0.027
O -2.466 -0.486 0.971
C -2.682 0.291 -1.462
C 0.781 1.318 1.278
H 3.287 -2.486 1.270
C -2.098 0.486 -2.806
C -0.517 0.207 -0.458
C 0.938 -1.150 0.943
H -1.889 0.013 1.702
H 1.998 1.933 2.931
H -3.882 0.272 -1.637
C 1.866 1.021 2.272
C -0.777 0.687 -2.749
H -2.576 0.294 -3.785
C 0.437 0.088 0.560
C 2.385 -0.277 2.500
C 0.050 0.506 -1.706
H 3.483 -0.807 2.939
```


Going by the energies, version w is most stable and the next is 0.1887 hartree up.


Version w
Molecular formula: C4H14NOS
Method: DFT, ωB97M-V with the def2-TZVPD basis set

The calculation puts the LUMO energy at -8.9356 eV. The charge is +1. Its highest occupied orbital energy is -13.483 eV.

Geometry as XYZ:
```
21
C4H14NOS (ωB97M-V with the def2-TZVPD basis set)
H -4.107 -0.302 -0.393
H 2.869 0.465 0.739
H 0.868 -1.164 -0.860
H 1.313 1.868 1.633
H 0.034 -1.525 1.305
C 1.622 -1.042 -0.089
S -1.733 0.242 -0.085
H 1.012 -2.893 0.949
C 1.904 0.466 0.232
C -3.459 0.442 0.064
O -0.180 1.062 -2.393
H -0.182 1.329 -3.323
H 2.039 1.025 -0.696
C 1.070 -1.826 1.153
N 0.923 1.134 1.064
H 2.567 -1.513 -0.344
H 0.022 1.370 0.662
H 1.704 -1.552 1.992
H -3.734 0.579 1.115
H -0.868 0.412 -2.322
H -3.686 1.424 -0.403
```


Version x
Molecular formula: C4H14NOS
Method: DFT, ωB97M-V with the def2-TZVPD basis set

The calculation puts the LUMO energy at -2.9906 eV. The charge is +1. Its highest occupied orbital energy is -12.663 eV.

Geometry as XYZ:
```
21
C4H14NOS (ωB97M-V with the def2-TZVPD basis set)
S 1.391 -1.161 -1.360
H 0.160 -1.072 0.590
C 0.447 0.440 -1.559
H -1.605 1.001 -1.847
H -1.972 1.717 3.290
H -1.113 -1.838 0.088
H 3.559 -1.339 -0.465
H -1.125 1.046 0.573
H 0.884 1.127 -0.840
N -0.851 -1.093 0.753
C 2.957 -0.470 -0.720
H -1.304 -1.356 1.627
C -1.066 0.204 -1.345
H 2.762 0.090 0.204
H -1.159 -0.713 -1.939
H -0.598 1.205 3.634
O -1.330 1.050 3.017
C -1.478 0.128 0.106
H 0.684 0.674 -2.593
H -2.560 0.083 0.202
H 3.317 0.277 -1.415
```


Going by the energies, version x is most stable and the next is 0.1756 hartree up.


Version w
Molecular formula: C5H9FS
Method: DFT, ωB97M-V with the def2-TZVPD basis set

The calculation puts the LUMO energy at 0.8325 eV. As for the SMILES: C/C=C(\F)CCS. Its highest occupied orbital energy is -9.071 eV.

Geometry as XYZ:
```
16
C5H9FS (ωB97M-V with the def2-TZVPD basis set)
H -2.215 -0.231 -0.229
H -2.341 1.545 0.482
H -2.778 -1.194 2.183
F 0.240 1.516 -0.864
C -1.930 0.472 0.695
H -0.229 1.312 1.703
H -0.162 -0.632 1.679
C -0.452 0.332 1.107
H 3.020 0.180 -1.767
S -3.225 0.069 1.899
H 1.717 -1.285 0.226
C 2.155 -0.426 -1.831
C 1.549 -0.453 -0.504
H 1.440 -0.118 -2.670
C 0.592 0.384 -0.111
H 2.618 -1.471 -1.998
```


Version x
Molecular formula: C5H9FS
Method: DFT, ωB97M-V with the def2-TZVPD basis set

The calculation puts the LUMO energy at 0.8457 eV. As for the SMILES: C/C=C(\F)CCS. Its highest occupied orbital energy is -9.320 eV.

Geometry as XYZ:
```
16
C5H9FS (ωB97M-V with the def2-TZVPD basis set)
C -1.704 -1.868 1.713
C -0.762 -0.713 1.645
C -0.293 -0.241 0.522
H 1.675 0.626 -1.673
H 2.406 3.310 -0.899
H -0.137 1.760 -0.279
F -0.450 -0.918 -0.678
C 0.596 1.005 0.266
C 1.947 0.933 -0.668
H 0.872 1.397 1.290
H -2.225 -2.148 0.709
H 2.477 0.242 -0.117
H -1.283 -2.842 2.114
H -2.540 -1.771 2.369
H -0.756 -0.089 2.551
S 3.259 2.378 -0.949
```


Going by the energies, version w is most stable and the next is 0.0090 hartree up.


Version w
Molecular formula: C2H10N2S
Method: DFT, ωB97M-V with the def2-TZVPD basis set

The calculation puts the LUMO energy at 0.6229 eV. As for the SMILES: NCN.CS. Its highest occupied orbital energy is -9.371 eV.

Geometry as XYZ:
```
15
C2H10N2S (ωB97M-V with the def2-TZVPD basis set)
H 0.566 -1.615 -2.846
H -1.911 0.118 0.667
N -1.021 1.491 2.262
H -0.752 1.294 1.280
H -0.264 -0.890 -1.364
H 1.051 -1.877 -1.142
C 0.685 -1.076 -1.855
H 2.799 -0.476 -1.312
N -2.134 -0.636 1.329
H -0.741 -0.531 2.745
H -1.844 2.014 2.137
H -1.433 -1.382 1.122
H -2.337 0.175 3.405
C -1.524 0.094 2.557
S 1.999 0.192 -2.128
```


Version x
Molecular formula: C2H10N2S
Method: DFT, ωB97M-V with the def2-TZVPD basis set

The calculation puts the LUMO energy at 0.5998 eV. As for the SMILES: NCN.CS. Its highest occupied orbital energy is -9.181 eV.

Geometry as XYZ:
```
15
C2H10N2S (ωB97M-V with the def2-TZVPD basis set)
H -5.530 0.246 -0.006
H 0.969 0.276 0.939
S -4.542 0.700 -0.809
H 4.603 0.839 0.878
C 2.842 0.169 0.198
H -3.675 -1.508 -0.249
H -4.531 -1.557 -1.762
C -3.820 -0.980 -1.183
H 3.104 0.764 -0.678
H 2.430 -0.785 -0.125
H 1.443 1.672 0.511
N 1.792 0.856 1.010
H -2.897 -0.708 -1.673
H 3.737 0.045 1.958
N 4.076 -0.029 0.993
```


Going by the energies, version x is most stable and the next is 0.0393 hartree up.


Version w
Molecular formula: C4H5O2P
Method: DFT, ωB97M-V with the def2-TZVPD basis set

The calculation puts the LUMO energy at -0.4550 eV. As for the SMILES: C1=C(C[P@@H]2=CO2)O1. Its highest occupied orbital energy is -7.928 eV.

Geometry as XYZ:
```
12
C4H5O2P (ωB97M-V with the def2-TZVPD basis set)
H 0.321 1.412 -1.452
H -2.189 -1.770 1.038
C 0.270 1.236 -0.294
O -1.567 -0.716 -0.766
H 1.767 -1.984 0.298
H -2.320 1.354 -0.237
C 1.768 -1.059 -0.092
C 1.310 0.118 -0.057
H 0.719 2.020 0.180
C -1.273 -1.230 0.753
O 2.611 0.216 0.410
P -1.417 0.402 0.217
```


Version x
Molecular formula: C4H5O2P
Method: DFT, ωB97M-V with the def2-TZVPD basis set

The calculation puts the LUMO energy at 0.4784 eV. As for the SMILES: O=C=C/C=C\PO. Its highest occupied orbital energy is -8.334 eV.

Geometry as XYZ:
```
12
C4H5O2P (ωB97M-V with the def2-TZVPD basis set)
O -1.414 -0.939 2.619
C 0.555 1.166 -2.631
C 0.428 0.956 -1.351
H 0.734 -1.214 -1.362
C 0.488 -0.358 -0.726
O 0.761 1.378 -3.743
H -1.381 0.847 1.274
C 0.321 -0.701 0.604
H 0.114 1.736 -0.658
P -0.364 0.271 2.022
H 0.404 -1.647 0.950
H -0.647 -1.495 3.003
```


Going by the energies, version x is most stable and the next is 0.2480 hartree up.